C25H22LuNO5 as an isolated structure, computed with ωB97M-V/def2-TZVPD.

- Kohn-Sham gap: 7.893 eV
- DFT total energy: -2632.2437 a.u.

```
! wB97M-V def2-TZVPD RIJCOSX def2/J DEFGRID3
* xyz 0 1
C 0.84028 -1.76155 1.32996
C -0.46608 -2.09290 0.88281
C -0.47974 -1.91590 -0.55380
H -1.26275 -2.52404 1.48882
C 0.80870 -1.46969 -0.97633
C 1.62670 -1.40806 0.18405
H 2.69961 -1.28721 0.23672
H 1.25164 -1.79688 2.33017
H -1.30078 -2.25887 -1.16806
H 1.14146 -1.29268 -2.00213
C -0.66134 2.81125 0.05757
C -0.30899 2.69107 1.43293
C 1.04963 2.30411 1.51414
H -1.01218 2.75947 2.25148
C 1.52011 2.10091 0.16400
C 0.44873 2.42046 -0.73825
H 0.56002 2.49354 -1.81913
H -1.62588 3.20082 -0.23205
H 1.61596 2.25821 2.43734
H 2.56680 1.98510 -0.11436
Lu -0.17970 0.34513 0.84292
O 0.18683 0.22494 -3.80915
C -1.08527 -0.29674 -4.20866
C 0.18430 -0.56005 -5.08054
H -1.50581 -1.17184 -3.68067
H -1.80146 0.41786 -4.63946
H 0.63567 -1.57004 -5.00481
H 1.26912 -1.49003 -7.33317
C 0.91073 -0.45663 -7.44452
C 0.33918 0.19143 -6.32362
C -0.06919 1.54308 -6.40256
H -0.46883 2.05075 -5.51569
C 0.06171 2.19622 -7.62666
H -0.21104 3.23954 -7.67472
C 0.56903 1.56111 -8.77247
H 0.70387 2.11558 -9.71851
C 0.97471 0.22069 -8.65988
H 1.38285 -0.28530 -9.52944
O -1.24538 1.84819 4.12221
C -1.14617 0.62557 4.03147
O -0.93668 -0.01259 2.86649
C -1.13951 -0.22003 5.33173
C -0.48930 -1.45683 5.27150
C -0.14892 -2.18649 6.40643
C -0.44692 -1.74720 7.70214
C -1.08109 -0.49900 7.78319
C -1.38802 0.28687 6.65740
N -0.10260 -2.55456 8.84257
O 0.46763 -3.65652 8.65827
O -0.37023 -2.12137 9.99858
H -0.14024 -1.80813 4.29110
H 0.33260 -3.14919 6.33052
H -1.33536 -0.14515 8.77333
H -1.73839 1.30358 6.80877
*
```